Formula: C5H8N2O3
Source: the Open Molecules 2025 dataset
Level of theory: the ωB97M-V functional and the def2-TZVPD basis

```
18
Properties=species:S:1:pos:R:3:forces:R:3
O -0.1080 1.8514 -3.2053 -0.0173 -0.3565 -1.4805
O -0.9063 -2.0144 -1.2999 0.0189 -0.6130 -1.1975
O -0.2534 0.0458 -1.7644 0.0254 -0.1414 -2.4708
N -0.3155 -1.0897 -0.7950 -1.4996 -0.8766 1.1376
N 0.0557 2.1240 -0.9089 -0.4426 -4.2803 0.2020
C -0.0964 1.4150 -2.1232 0.2567 0.4934 5.9526
C 0.0371 -1.0642 0.4493 0.5484 2.6581 0.1404
C -0.2141 1.5332 0.4396 -0.8445 0.1258 -0.6844
C 0.5620 0.2951 0.8600 1.2961 -1.2989 -0.0194
C -0.0561 -2.3419 1.2086 -0.0925 1.0640 -2.5092
H 0.3251 2.2003 1.0867 -0.7549 1.1428 0.4212
H 0.8435 0.3756 1.9360 -0.6732 -0.3767 -0.6716
H 0.5266 -2.4650 2.0316 1.4745 0.5022 2.7121
H -1.0327 -2.6739 1.3492 -1.9283 -0.2462 0.4932
H -1.3552 1.4700 0.6392 1.9538 0.0870 -0.0868
H 1.5418 0.3214 0.3530 -0.0565 0.4967 0.1575
H 0.3337 -3.0507 0.5437 0.5603 -1.3772 -1.2140
H 0.1123 3.0679 -0.8002 0.1753 2.9968 -0.8825
```
Positions in Å, forces in eV/Å.

LUMO level = 0.501 eV
ΔE to the lowest compared entry with this formula, charge and spin = 523.80 kJ/mol
SMILES = CC1=[N+]([O-])OC(=O)NCC1
molecular weight = 144.13 g mol⁻¹

Formula: C3H5N2
Source: the Open Molecules 2025 dataset
Level of theory: the ωB97M-V functional and the def2-TZVPD basis

```
10
Properties=species:S:1:pos:R:3:forces:R:3
N 0.5649 0.9587 -0.7794 -2.4303 -1.7424 -4.4038
N -1.0230 -0.8654 -0.5014 0.9902 -1.4252 1.7962
C -0.2757 -0.6895 0.5633 0.9296 2.4559 0.2675
C 0.6308 0.4436 0.4969 0.5766 0.1376 -0.2139
C -0.7120 -0.1647 -1.6150 2.7736 3.6452 -0.0344
H 1.6672 0.2519 0.8836 -0.9016 0.2125 0.1873
H -1.6255 -1.7050 -0.3658 -0.1588 0.9545 -1.3688
H -0.4781 -1.1188 1.4782 -0.4715 -1.4667 1.7345
H 0.0573 1.1876 1.1293 0.4201 -0.5436 0.5570
H 1.1942 1.7016 -1.2898 -1.7280 -2.2278 1.4785
```
Positions in Å, forces in eV/Å.

LUMO level (alpha / beta) = -6.798 / -6.802 eV
total charge = +1
ΔE to the lowest compared entry with this formula, charge and spin = 618.77 kJ/mol
molecular weight = 69.09 g mol⁻¹

> The lowest ΔE to the lowest compared entry with this formula, charge and spin belongs to which entry?

C5H8N2O3

> Look up the ΔE to the lowest compared entry with this formula, charge and spin of the first one.

523.80 kJ/mol